Entry from the OMol25 dataset: a 2-piece molecular cluster, C3H6IP overall at a distorted geometry (ωB97M-V with the def2-TZVPD basis set).

Geometry as ORCA input:
```
! wB97M-V def2-TZVPD RIJCOSX def2/J DEFGRID3
* xyz 0 1
C 0.11 -1.42 -0.02
C 0.05 -0.22 -0.54
C -0.13 1.05 0.19
P 3.44 -1.84 0.03
I 3.92 0.43 -0.01
H -0.30 -1.46 1.03
H 0.48 -2.21 -0.59
H 0.44 -0.19 -1.49
H 0.21 1.96 -0.21
H 0.62 1.03 0.93
H -0.98 1.14 0.82
*
```

## Properties
E_HOMO (alpha / beta): -0.296 / -0.296 Eh
E_LUMO (alpha / beta): -0.0532 / -0.0523 Eh
Energy relative to the best compared isomer or geometry (same formula, charge and spin): 3.019 eV
Kohn-Sham gap (alpha / beta): 0.242 / 0.244 hartree

Atomic partial charges in e from the Löwdin method, atoms 1 to 6: -0.077, -0.273, -0.113, -0.041, 0.179, 0.087

Entry from the OMol25 dataset: a 2-piece molecular cluster, C4H9N2S overall at a distorted geometry (ωB97M-V with the def2-TZVPD basis set).

Geometry as ORCA input:
```
! wB97M-V def2-TZVPD RIJCOSX def2/J DEFGRID3
* xyz 1 1
C 1.87 0.03 0.28
C -2.19 -0.98 0.73
C 4.40 -0.09 -0.08
C -3.14 0.90 -0.45
N 3.03 0.18 0.07
N -2.56 -0.35 -0.32
S 0.40 0.08 0.88
H -1.86 -1.94 0.50
H -2.43 -0.65 1.74
H 4.58 -1.27 -0.23
H 4.88 0.46 -1.04
H -3.54 1.44 0.38
H -2.38 1.60 -0.81
H -3.83 1.01 -1.23
H -2.19 -0.64 -1.22
H 4.96 0.22 0.79
*
```

## Properties
E_HOMO: -0.466 Eh
E_LUMO: -0.1735 Eh
Energy relative to the best compared isomer or geometry (same formula, charge and spin): 2.874 eV
Kohn-Sham gap: 0.293 hartree

Atomic partial charges in e from the Löwdin method, atoms 1 to 6: -0.684, 0.049, -0.095, -0.043, 0.004, -0.033

Entry from the OMol25 dataset: the molecule C14H18S at a distorted geometry (ωB97M-V with the def2-TZVPD basis set).

Geometry as ORCA input:
```
! wB97M-V def2-TZVPD RIJCOSX def2/J DEFGRID3
* xyz 0 1
C 2.34 -1.61 -1.13
C 1.89 -0.51 -0.48
C 2.57 0.90 -0.67
C 0.86 -0.57 0.60
C 1.52 -1.05 1.77
C 0.87 -0.90 2.95
C -0.25 -0.13 2.98
C -0.88 0.39 1.91
C -0.38 0.02 0.62
C -1.39 0.02 -0.53
C -1.23 -1.40 -1.18
C -2.84 0.12 -0.08
C -0.99 0.98 -1.60
C -0.61 2.38 -1.19
S -2.12 2.29 -2.20
H 1.80 -2.54 -1.22
H 3.02 -1.48 -1.99
H 3.62 0.75 -0.74
H 2.29 1.70 0.13
H 2.31 1.27 -1.57
H 2.44 -1.59 1.63
H 1.15 -1.30 3.93
H -0.56 -0.01 3.99
H -1.65 1.15 2.01
H -0.12 -1.69 -1.42
H -1.68 -1.41 -2.10
H -1.49 -2.16 -0.54
H -3.06 1.16 -0.11
H -3.03 -0.22 0.94
H -3.64 -0.35 -0.73
H -0.37 0.54 -2.33
H -0.63 2.50 -0.09
H 0.25 2.77 -1.54
*
```

## Properties
E_HOMO: -0.319 Eh
SMILES: C=C(C)c1ccccc1C(C)(C)[C@@H]1CS1
E_LUMO: 0.0276 Eh
Energy relative to the best compared isomer or geometry (same formula, charge and spin): 1.517 eV
Kohn-Sham gap: 0.346 hartree

Atomic partial charges in e from the Löwdin method, atoms 1 to 6: 0.035, -0.287, -0.021, -0.171, -0.015, -0.097

Entry from the OMol25 dataset: C44H45CsN6O3Si as an isolated structure at a distorted geometry (ωB97M-V with the def2-TZVPD basis set).

Geometry as ORCA input:
```
! wB97M-V def2-TZVPD RIJCOSX def2/J DEFGRID3
* xyz 0 1
Cs 8.71 -22.60 -5.56
C 13.24 -23.62 -7.62
O 13.20 -23.97 -6.20
C 12.09 -23.30 -5.65
N 11.53 -22.42 -6.40
C 12.34 -22.38 -7.66
C 13.34 -21.16 -7.64
C 14.36 -21.12 -8.56
C 15.49 -20.30 -8.44
C 15.60 -19.42 -7.36
C 14.51 -19.41 -6.48
C 13.40 -20.23 -6.61
C 11.89 -23.63 -4.24
C 12.87 -24.39 -3.60
C 12.67 -24.60 -2.23
C 11.50 -24.16 -1.61
C 10.66 -23.36 -2.34
N 10.81 -23.09 -3.65
C 9.46 -22.73 -1.61
N 8.54 -21.99 -2.17
C 7.74 -21.39 -1.09
C 8.22 -22.14 0.17
O 9.37 -22.90 -0.25
C 8.09 -19.96 -0.95
C 7.10 -19.09 -0.54
C 7.38 -17.71 -0.34
C 8.62 -17.25 -0.72
C 9.67 -18.10 -1.06
C 9.41 -19.45 -1.19
H 14.33 -23.50 -7.84
H 12.74 -24.36 -8.25
H 11.66 -22.31 -8.55
H 14.27 -21.84 -9.46
H 16.28 -20.43 -9.14
H 16.48 -18.77 -7.20
H 14.63 -18.74 -5.60
H 12.50 -20.10 -5.95
H 13.67 -24.79 -4.16
H 13.39 -25.12 -1.69
H 11.24 -24.34 -0.57
H 6.68 -21.44 -1.29
H 8.50 -21.52 1.01
H 7.42 -22.91 0.46
H 6.07 -19.40 -0.40
H 6.67 -17.01 0.08
H 8.87 -16.20 -0.45
H 10.68 -17.74 -1.07
H 10.16 -20.24 -1.48
C 3.93 -17.17 -10.72
C 2.91 -17.70 -9.92
C 3.12 -17.94 -8.60
C 4.47 -17.73 -8.07
N 5.46 -17.23 -8.83
C 5.18 -16.98 -10.11
C 4.68 -17.97 -6.64
C 3.55 -17.79 -5.79
C 3.65 -18.08 -4.45
C 4.91 -18.34 -3.94
C 5.98 -18.59 -4.81
N 5.89 -18.35 -6.13
H 3.82 -16.94 -11.76
H 1.95 -18.03 -10.31
H 2.35 -18.30 -7.97
H 5.94 -16.45 -10.70
H 2.64 -17.43 -6.22
H 2.79 -18.28 -3.84
H 5.12 -18.43 -2.81
H 6.85 -19.14 -4.40
O 12.41 -13.90 -6.52
C 11.42 -14.41 -6.15
C 8.88 -12.87 -7.25
Si 8.69 -13.33 -5.39
C 7.17 -14.34 -5.03
C 9.22 -11.89 -4.31
C 10.24 -14.64 -5.37
H 7.96 -12.54 -7.71
H 9.40 -13.68 -7.80
H 9.57 -12.04 -7.31
H 6.41 -13.97 -5.68
H 6.90 -14.26 -3.92
H 7.34 -15.41 -5.23
H 8.33 -11.49 -3.83
H 9.68 -11.13 -4.95
H 9.92 -12.18 -3.53
H 9.96 -15.68 -5.38
H 10.59 -14.57 -4.34
C 8.65 -19.81 -12.12
C 8.26 -20.26 -10.74
C 7.92 -19.38 -9.72
C 7.70 -19.98 -8.47
N 7.87 -21.29 -8.19
C 7.83 -22.11 -9.24
C 8.08 -21.63 -10.50
H 9.51 -19.17 -12.11
H 7.81 -19.31 -12.69
H 8.89 -20.75 -12.66
H 8.07 -18.34 -9.81
H 7.32 -19.41 -7.63
H 7.51 -23.15 -9.00
H 8.13 -22.31 -11.35
*
```

## Properties
E_HOMO (alpha / beta): -0.081 / -0.081 Eh
E_LUMO (alpha / beta): -0.0209 / -0.0205 Eh
Energy relative to the best compared isomer or geometry (same formula, charge and spin): 5.924 eV
Kohn-Sham gap (alpha / beta): 0.060 / 0.060 hartree

Atomic partial charges in e from the Löwdin method, atoms 1 to 6: 0.863, -0.097, -0.050, -0.349, 0.011, -0.230

Entry from the OMol25 dataset: a 5-piece molecular cluster, C25H49FN3O16S overall at a distorted geometry (ωB97M-V with the def2-TZVPD basis set).

Geometry as ORCA input:
```
! wB97M-V def2-TZVPD RIJCOSX def2/J DEFGRID3
* xyz 1 1
C -1.45 -0.21 -0.33
C -1.50 1.13 -1.05
C -0.14 1.46 -1.67
O 0.73 2.12 -0.74
C 0.64 3.51 -0.83
N 1.63 4.06 0.12
C 1.14 4.61 1.28
N 0.85 3.87 2.39
S 2.19 3.72 3.49
N 0.95 5.90 1.42
F 1.23 6.68 0.34
C 0.53 6.64 2.61
C -0.81 6.18 3.22
O -0.83 5.64 4.27
O -1.94 6.56 2.56
C -2.04 6.26 1.20
C -2.32 7.44 0.33
O -1.92 5.12 0.84
H -1.50 -1.02 -1.05
H -0.49 -0.31 0.17
H -2.25 -0.34 0.40
H -1.77 1.94 -0.36
H -2.24 1.12 -1.85
H 0.35 0.54 -1.96
H -0.25 2.05 -2.58
H -0.37 3.83 -0.57
H 0.89 3.85 -1.84
H 2.30 4.68 -0.33
H 0.42 2.98 2.14
H 1.44 3.52 4.58
H 0.46 7.68 2.31
H 1.30 6.56 3.37
H -2.25 8.36 0.89
H -1.63 7.44 -0.51
H -3.34 7.35 -0.02
C -4.77 -5.25 -4.07
C -3.33 -5.19 -3.60
O -3.19 -4.39 -2.41
C -3.58 -4.98 -1.28
O -3.99 -6.10 -1.17
O -3.41 -4.11 -0.28
C -3.86 -4.58 0.99
H -5.17 -4.24 -4.21
H -4.83 -5.79 -5.01
H -5.40 -5.76 -3.34
H -2.72 -4.69 -4.35
H -2.92 -6.18 -3.43
H -3.39 -5.54 1.23
H -4.94 -4.68 0.99
H -3.56 -3.84 1.72
C 3.92 8.54 1.62
C 4.27 7.77 0.36
O 5.26 8.44 -0.42
C 6.51 8.34 0.06
O 6.82 7.71 1.03
O 7.31 9.02 -0.74
C 8.68 9.05 -0.33
H 3.61 9.55 1.37
H 3.10 8.04 2.15
H 4.77 8.60 2.29
H 3.40 7.70 -0.30
H 4.60 6.76 0.59
H 9.06 8.04 -0.19
H 8.78 9.62 0.59
H 9.22 9.55 -1.13
C 1.92 -5.57 -4.65
C 0.56 -6.20 -4.48
O -0.08 -6.46 -5.74
C 0.38 -7.51 -6.41
O 1.24 -8.26 -6.04
O -0.30 -7.60 -7.56
C 0.13 -8.66 -8.41
H 1.85 -4.66 -5.25
H 2.34 -5.31 -3.68
H 2.61 -6.25 -5.15
H -0.11 -5.52 -3.96
H 0.62 -7.12 -3.90
H 0.11 -9.62 -7.89
H 1.13 -8.47 -8.79
H -0.57 -8.68 -9.24
C 0.20 -6.32 6.61
C -0.48 -4.97 6.64
O -1.49 -4.84 5.63
C -2.64 -5.48 5.89
O -2.90 -6.09 6.89
O -3.45 -5.30 4.85
C -4.70 -6.00 4.96
H 0.61 -6.51 5.62
H 1.01 -6.35 7.33
H -0.50 -7.12 6.85
H 0.23 -4.18 6.42
H -0.92 -4.76 7.62
H -5.21 -5.75 5.89
H -4.53 -7.07 4.91
H -5.30 -5.68 4.11
*
```

## Properties
E_HOMO: -0.438 Eh
E_LUMO: -0.1648 Eh
Kohn-Sham gap: 0.274 hartree

Atomic partial charges in e from the Löwdin method, atoms 1 to 6: -0.093, -0.221, -0.208, -0.116, -0.196, 0.141

Entry from the OMol25 dataset: C47H31N5O6P2Sn as an isolated structure at a distorted geometry (ωB97M-V with the def2-TZVPD basis set).

Geometry as ORCA input:
```
! wB97M-V def2-TZVPD RIJCOSX def2/J DEFGRID3
* xyz 0 1
Sn -0.02 -1.15 -0.71
N -0.70 0.50 2.51
P -0.68 1.41 1.03
C 0.36 2.82 1.57
C 1.06 3.54 0.62
C 1.90 4.57 1.01
C 2.00 4.91 2.35
C 1.25 4.23 3.30
C 0.44 3.18 2.92
C -2.24 2.35 1.11
C -3.09 2.44 2.20
C -4.18 3.28 2.17
C -4.44 4.04 1.04
C -3.60 3.95 -0.06
C -2.51 3.11 -0.03
P 0.12 -1.02 2.41
C 0.30 -1.38 4.19
C -0.15 -0.56 5.21
C 0.13 -0.87 6.53
C 0.88 -1.99 6.84
C 1.33 -2.82 5.83
C 1.04 -2.52 4.51
C 1.87 -0.60 2.17
C 2.46 0.60 2.52
C 3.81 0.79 2.30
C 4.59 -0.24 1.81
C 4.02 -1.46 1.51
C 2.66 -1.64 1.67
H -1.67 0.28 2.75
H 0.94 3.31 -0.42
H 2.47 5.10 0.26
H 2.65 5.72 2.65
H 1.30 4.52 4.33
H -0.12 2.62 3.65
H -2.89 1.87 3.10
H -4.83 3.36 3.03
H -5.28 4.72 1.03
H -3.80 4.55 -0.94
H -1.86 3.03 -0.89
H -0.72 0.34 4.98
H -0.22 -0.22 7.32
H 1.12 -2.21 7.87
H 1.93 -3.69 6.06
H 1.40 -3.15 3.71
H 1.86 1.38 2.96
H 4.26 1.75 2.53
H 5.65 -0.08 1.65
H 4.62 -2.27 1.13
H 2.19 -2.57 1.39
C -4.01 -2.98 0.65
C -4.69 -3.19 -0.54
C -4.12 -2.83 -1.74
C -2.87 -2.22 -1.79
C -2.23 -2.01 -0.58
C -2.75 -2.40 0.62
C -2.24 -1.82 -3.06
C -2.99 -1.75 -4.26
C -2.41 -1.26 -5.39
C -1.05 -0.88 -5.36
C -0.39 -0.30 -6.46
C 0.94 -0.01 -6.39
C 1.67 -0.33 -5.23
C 1.05 -0.87 -4.14
C -0.34 -1.09 -4.15
N -0.96 -1.50 -3.03
H -4.45 -3.27 1.59
H -5.67 -3.65 -0.53
H -4.64 -3.07 -2.66
H -2.18 -2.28 1.53
H -4.02 -2.05 -4.27
H -2.97 -1.15 -6.30
H -0.95 -0.11 -7.36
H 1.45 0.45 -7.22
H 2.74 -0.16 -5.21
H 1.60 -1.15 -3.26
O 4.45 2.96 -3.08
C 3.60 2.29 -2.54
C 2.11 2.50 -2.56
O 1.50 3.47 -2.96
C 1.52 1.32 -1.92
C 2.56 0.45 -1.47
O 2.33 -0.66 -0.91
C 3.87 1.03 -1.75
O 4.94 0.61 -1.37
O 0.31 1.03 -1.76
O 0.28 -3.39 -1.06
N 0.97 -3.76 -2.08
C 0.42 -4.42 -3.05
C 1.21 -4.74 -4.18
N 1.82 -4.96 -5.13
C -0.95 -4.76 -3.12
N -2.08 -4.96 -3.15
*
```

## Properties
E_HOMO: -0.280 Eh
E_LUMO: -0.0981 Eh
Energy relative to the best compared isomer or geometry (same formula, charge and spin): 1.874 eV
Kohn-Sham gap: 0.182 hartree

Atomic partial charges in e from the Löwdin method, atoms 1 to 6: 1.470, -0.404, 1.016, -0.351, -0.070, -0.053

Entry from the OMol25 dataset: the molecule C3H4N2OS2 at a distorted geometry (ωB97M-V with the def2-TZVPD basis set).

Geometry as ORCA input:
```
! wB97M-V def2-TZVPD RIJCOSX def2/J DEFGRID3
* xyz 0 1
S 2.95 -0.05 -0.37
C 1.34 -0.01 -0.08
C 0.47 -1.20 0.23
O -0.79 -1.14 -0.42
C -1.53 -0.06 -0.14
S -3.15 -0.05 -0.33
N -0.79 1.09 0.02
N 0.60 1.13 -0.09
H 0.25 -1.26 1.31
H 0.94 -2.13 -0.01
H -1.17 1.85 0.60
H 0.88 1.83 -0.71
*
```

## Properties
E_HOMO: -0.325 Eh
SMILES: S=C1COC(=S)NN1
E_LUMO: -0.0075 Eh
Energy relative to the best compared isomer or geometry (same formula, charge and spin): 1.687 eV
Kohn-Sham gap: 0.317 hartree

Atomic partial charges in e from the Löwdin method, atoms 1 to 6: 0.679, -0.796, -0.170, -0.067, -0.915, 0.692

Entry from the OMol25 dataset: C26H26AuN10O as an isolated structure at a distorted geometry (ωB97M-V with the def2-TZVPD basis set).

Geometry as ORCA input:
```
! wB97M-V def2-TZVPD RIJCOSX def2/J DEFGRID3
* xyz 1 1
Au 14.52 10.47 6.93
C 19.68 9.87 8.74
N 18.46 9.86 7.86
C 17.17 10.12 8.19
N 16.47 10.21 7.05
C 17.41 10.25 6.03
N 18.58 10.01 6.51
C 20.18 8.46 9.08
C 21.18 7.76 8.34
C 21.41 6.40 8.53
C 20.69 5.80 9.57
C 19.87 6.47 10.45
C 19.71 7.85 10.23
C 19.24 5.86 11.67
N 19.55 4.72 12.13
N 18.88 4.59 13.33
C 18.16 5.68 13.50
O 18.43 6.59 12.48
C 17.12 6.02 14.47
C 16.55 5.14 15.36
C 15.24 5.44 15.79
C 14.69 6.73 15.56
C 15.39 7.68 14.78
C 14.89 9.13 14.62
N 15.54 9.71 13.44
C 15.78 9.21 12.21
N 16.13 10.15 11.36
C 16.05 11.28 12.17
N 15.71 11.07 13.43
C 16.64 7.34 14.31
H 19.43 10.34 9.68
H 20.44 10.47 8.17
H 16.71 10.24 9.19
H 17.08 10.31 4.99
H 21.82 8.37 7.69
H 22.21 5.88 7.91
H 20.79 4.73 9.75
H 19.11 8.45 10.89
H 17.12 4.27 15.75
H 14.59 4.77 16.41
H 13.79 6.99 16.06
H 15.15 9.75 15.47
H 13.79 9.25 14.54
H 15.74 8.16 11.94
H 16.34 12.22 11.80
H 17.22 7.96 13.61
N 12.55 10.68 6.65
C 11.39 10.71 6.55
N 10.07 10.68 6.47
C 9.27 10.11 7.56
C 7.85 10.74 7.76
C 7.10 10.66 6.42
C 7.97 10.75 5.12
C 9.39 11.34 5.32
H 9.84 10.11 8.48
H 9.07 9.08 7.26
H 7.97 11.79 8.05
H 7.37 10.21 8.59
H 6.29 11.47 6.42
H 6.55 9.71 6.31
H 7.47 11.31 4.29
H 8.08 9.75 4.63
H 9.29 12.43 5.57
H 10.11 11.28 4.46
*
```

## Properties
E_HOMO: -0.391 Eh
E_LUMO: -0.0754 Eh
Energy relative to the best compared isomer or geometry (same formula, charge and spin): 0.000 eV
Kohn-Sham gap: 0.315 hartree

Atomic partial charges in e from the Löwdin method, atoms 1 to 6: 0.773, -0.046, -0.065, -0.107, -0.198, -0.186

Entry from the OMol25 dataset: the molecule C16H18FN3 (ωB97M-V with the def2-TZVPD basis set).

Geometry as ORCA input:
```
! wB97M-V def2-TZVPD RIJCOSX def2/J DEFGRID3
* xyz 0 1
F -1.65 -1.04 -1.89
C -2.48 -0.97 -0.81
C -3.31 -2.06 -0.62
C -4.16 -2.10 0.47
C -4.16 -1.03 1.35
C -3.34 0.05 1.14
C -2.45 0.13 0.05
N -1.70 1.27 -0.13
C -1.01 1.58 -1.36
C 0.45 1.12 -1.33
N 1.11 1.75 -0.20
C 2.55 1.56 -0.18
C 2.98 0.12 -0.02
C 3.14 -0.72 -1.12
C 3.46 -2.05 -0.91
C 3.60 -2.50 0.40
N 3.45 -1.71 1.45
C 3.16 -0.44 1.24
C 0.45 1.39 1.04
C -1.01 1.87 0.99
H -3.26 -2.87 -1.33
H -4.80 -2.95 0.63
H -4.83 -1.04 2.20
H -3.40 0.89 1.82
H -1.54 1.15 -2.21
H -1.02 2.67 -1.46
H 0.95 1.42 -2.25
H 0.48 0.02 -1.26
H 2.95 2.16 0.64
H 2.95 1.96 -1.12
H 3.03 -0.33 -2.12
H 3.59 -2.73 -1.74
H 3.83 -3.53 0.62
H 3.06 0.17 2.14
H 0.97 1.89 1.86
H 0.46 0.30 1.22
H -1.49 1.62 1.93
H -1.02 2.96 0.86
*
```

## Properties
E_HOMO: -0.283 Eh
SMILES: Fc1ccccc1N1CCN(Cc2cccnc2)CC1
E_LUMO: 0.0301 Eh
Energy relative to the best compared isomer or geometry (same formula, charge and spin): 0.000 eV
Kohn-Sham gap: 0.313 hartree

Atomic partial charges in e from the Löwdin method, atoms 1 to 6: 0.035, -0.195, -0.022, -0.099, -0.096, -0.024

Entry from the OMol25 dataset: a 2-piece molecular cluster, C7H21N3PS overall at a distorted geometry (ωB97M-V with the def2-TZVPD basis set).

Geometry as ORCA input:
```
! wB97M-V def2-TZVPD RIJCOSX def2/J DEFGRID3
* xyz 1 3
C -1.04 2.58 0.60
C -1.40 1.57 -1.47
C 1.19 0.65 1.59
C 0.16 -1.41 2.14
C 1.39 -2.26 -1.00
C 2.46 -0.22 -1.47
C -0.74 0.04 0.23
N -1.16 1.30 -0.06
N 0.02 -0.20 1.28
N 1.23 -0.80 -1.06
P -3.70 -0.40 -0.24
S -1.72 -1.25 -0.41
H -1.96 3.00 0.78
H -0.50 2.71 1.58
H -0.36 3.29 -0.01
H -2.24 2.33 -1.53
H -0.43 1.98 -1.87
H -1.48 0.63 -2.00
H 1.43 1.53 0.82
H 1.17 1.09 2.59
H 2.07 -0.07 1.51
H -0.73 -2.08 2.02
H 1.21 -1.73 1.86
H 0.15 -1.08 3.12
H 1.48 -2.64 -1.90
H 2.21 -2.49 -0.36
H 0.49 -2.72 -0.57
H 3.34 -0.42 -0.64
H 2.76 -0.55 -2.47
H 2.31 0.77 -1.50
H 0.42 -0.68 -1.64
H -3.71 -0.91 1.02
H -4.35 -1.58 -0.94
*
```

## Properties
E_HOMO (alpha / beta): -0.328 / -0.433 Eh
E_LUMO (alpha / beta): -0.1214 / -0.2787 Eh
Kohn-Sham gap (alpha / beta): 0.207 / 0.154 hartree

Atomic partial charges in e from the Löwdin method, atoms 1 to 6: -0.066, -0.114, -0.060, -0.015, -0.105, -0.131